Record 1
Below is a structure of composition CI3P, with properties calculated with ωB97M-V/def2-TZVPD.

Computed properties:
HOMO	-0.327	hartree
energy relative to the best compared isomer or geometry (same formula, charge and spin)	0.934	eV
LUMO energy	-1.9	eV
frontier orbital gap	0.2564	Ha

The geometry in ORCA input format:
```
! RIJCOSX wB97M-V def2-TZVPD def2/J DEFGRID3
* xyz 0 1
C 0.58 0.05 -0.06
P -0.22 -1.40 -0.03
I 2.71 -0.31 0.00
I -0.10 1.92 0.02
I -2.97 -0.27 0.08
*
```

=====

Record 2
Below is a cluster of 2 separate species, CIN3O in total, with properties calculated with ωB97M-V/def2-TZVPD.

Computed properties:
HOMO (spin up / spin down)	-0.236 / -0.394	hartree
energy relative to the best compared isomer or geometry (same formula, charge and spin)	1.620	eV
LUMO energy (spin up / spin down)	0.6 / -4.4	eV
<S²>	2.01
frontier orbital gap (spin up / spin down)	0.2597 / 0.2319	Ha

The geometry in ORCA input format:
```
! RIJCOSX wB97M-V def2-TZVPD def2/J DEFGRID3
* xyz 0 3
C 0.11 -1.13 -2.00
N 1.01 -0.60 -2.49
N 0.31 2.11 2.61
N 0.09 1.25 1.90
O -0.03 0.39 1.18
I -1.50 -2.03 -1.20
*
```

=====

Record 3
Below is a structure of composition CIO4S, with properties calculated with ωB97M-V/def2-TZVPD.

Computed properties:
HOMO	-0.198	hartree
energy relative to the best compared isomer or geometry (same formula, charge and spin)	0.066	eV
LUMO energy	2.9	eV
frontier orbital gap	0.3045	Ha

The geometry in ORCA input format:
```
! RIJCOSX wB97M-V def2-TZVPD def2/J DEFGRID3
* xyz -1 1
C 0.70 0.50 -0.56
O -0.21 -0.48 1.60
O 0.71 1.02 -1.58
O -0.95 -1.75 -0.44
O -1.79 0.56 -0.08
S -0.75 -0.41 0.21
I 2.29 0.56 0.86
*
```

=====

Record 4
Below is a structure of composition CLi2O2, with properties calculated with ωB97M-V/def2-TZVPD.

Computed properties:
HOMO	-0.237	hartree
energy relative to the best compared isomer or geometry (same formula, charge and spin)	0.084	eV
LUMO energy	-0.5	eV
frontier orbital gap	0.2190	Ha

The geometry in ORCA input format:
```
! RIJCOSX wB97M-V def2-TZVPD def2/J DEFGRID3
* xyz 0 1
O 0.80 -0.63 -0.52
C 0.23 -0.41 0.63
O -0.52 0.68 0.59
Li -1.51 -0.46 -0.62
Li 0.85 1.33 -0.65
*
```

=====

Record 5
Below is the molecule CN2O2, with properties calculated with ωB97M-V/def2-TZVPD.

Computed properties:
HOMO (spin up / spin down)	-0.357 / -0.349	hartree
energy relative to the best compared isomer or geometry (same formula, charge and spin)	8.531	eV
LUMO energy (spin up / spin down)	-1.4 / -1.2	eV
frontier orbital gap (spin up / spin down)	0.3042 / 0.3050	Ha

The geometry in ORCA input format:
```
! RIJCOSX wB97M-V def2-TZVPD def2/J DEFGRID3
* xyz 0 1
C -1.11 0.11 0.14
N -0.05 0.48 0.51
N 2.09 -0.23 -0.78
O -2.21 -0.23 0.05
O 1.29 -0.13 0.08
*
```

=====

Record 6
Below is a cluster of 2 separate species, CN3O3S in total, with properties calculated with ωB97M-V/def2-TZVPD.

Computed properties:
HOMO (spin up / spin down)	-0.133 / -0.116	hartree
energy relative to the best compared isomer or geometry (same formula, charge and spin)	4.053	eV
LUMO energy (spin up / spin down)	0.2 / -0.3	eV
frontier orbital gap (spin up / spin down)	0.1402 / 0.1050	Ha

The geometry in ORCA input format:
```
! RIJCOSX wB97M-V def2-TZVPD def2/J DEFGRID3
* xyz -1 1
C -3.32 0.29 0.03
N -4.30 0.84 0.41
N -2.14 -0.19 -0.02
N 3.65 0.01 0.04
O -1.78 -1.13 -0.76
O 4.43 0.41 -0.80
O 3.83 -0.80 0.92
S 2.16 0.69 0.05
*
```

=====

Record 7
Below is a cluster of 2 separate species, CN4O2S in total, with properties calculated with ωB97M-V/def2-TZVPD.

Computed properties:
HOMO (spin up / spin down)	-0.079 / 0.034	hartree
energy relative to the best compared isomer or geometry (same formula, charge and spin)	1.030	eV
LUMO energy (spin up / spin down)	6.7 / 6.2	eV
frontier orbital gap (spin up / spin down)	0.3259 / 0.1934	Ha

The geometry in ORCA input format:
```
! RIJCOSX wB97M-V def2-TZVPD def2/J DEFGRID3
* xyz -2 1
C -0.98 -0.11 -0.80
N -1.11 -1.35 -1.29
N -1.44 -1.16 -2.56
N -1.22 0.83 -1.73
N -1.50 0.13 -2.82
O 3.28 0.15 2.81
O 1.19 1.14 3.77
S 1.79 0.37 2.61
*
```

=====

Record 8
Below is a cluster of 2 separate species, CN4O2S in total, with properties calculated with ωB97M-V/def2-TZVPD.

Computed properties:
HOMO	-0.365	hartree
energy relative to the best compared isomer or geometry (same formula, charge and spin)	0.202	eV
SMILES	N#C[N+](=O)[O-].N#[N+][S-]
LUMO energy	-1.6	eV
frontier orbital gap	0.3082	Ha

The geometry in ORCA input format:
```
! RIJCOSX wB97M-V def2-TZVPD def2/J DEFGRID3
* xyz 0 1
N -1.93 0.24 2.99
C -1.22 0.32 2.08
N -0.34 0.47 0.90
O -0.01 1.56 0.51
O -0.02 -0.55 0.39
N 2.11 -1.47 -2.10
N 1.28 -0.73 -2.23
S 0.11 0.16 -2.54
*
```

=====

Record 9
Below is the molecule CN4OS, with properties calculated with ωB97M-V/def2-TZVPD.

Computed properties:
HOMO	-0.401	hartree
LUMO energy	-0.9	eV
frontier orbital gap	0.3686	Ha

The geometry in ORCA input format:
```
! RIJCOSX wB97M-V def2-TZVPD def2/J DEFGRID3
* xyz 0 1
C -1.71 0.04 -0.21
N -2.67 0.07 -0.84
N 1.23 0.22 0.02
N 2.15 -1.73 -0.79
N 1.64 -0.83 -0.35
O -0.43 1.82 1.17
S -0.22 0.41 1.00
*
```

=====

Record 10
Below is a structure of composition CN6, with properties calculated with ωB97M-V/def2-TZVPD.

Computed properties:
HOMO	-0.406	hartree
energy relative to the best compared isomer or geometry (same formula, charge and spin)	2.518	eV
LUMO energy	-2.6	eV
frontier orbital gap	0.3088	Ha

The geometry in ORCA input format:
```
! RIJCOSX wB97M-V def2-TZVPD def2/J DEFGRID3
* xyz 0 1
C -0.26 -0.04 0.19
N -0.41 2.74 -0.49
N -0.63 -0.87 -0.76
N 0.74 -0.34 0.99
N 0.21 -1.81 -0.51
N 1.01 -1.51 0.51
N -0.66 1.83 0.08
*
```

=====

Record 11
Below is a structure of composition CNa3O3, with properties calculated with ωB97M-V/def2-TZVPD.

Computed properties:
HOMO	-0.251	hartree
energy relative to the best compared isomer or geometry (same formula, charge and spin)	7.665	eV
LUMO energy	-4.2	eV
frontier orbital gap	0.0958	Ha

The geometry in ORCA input format:
```
! RIJCOSX wB97M-V def2-TZVPD def2/J DEFGRID3
* xyz 1 1
Na -4.47 -0.04 1.95
Na 4.01 -1.97 -3.21
Na 2.55 2.75 0.35
C -0.53 -0.22 0.36
O -1.31 -1.11 -0.02
O -0.82 0.91 0.82
O 0.57 -0.32 -0.26
*
```

=====

Record 12
Below is a cluster of 2 separate species, CO3S3 in total, with properties calculated with ωB97M-V/def2-TZVPD.

Computed properties:
HOMO	-0.380	hartree
energy relative to the best compared isomer or geometry (same formula, charge and spin)	0.316	eV
SMILES	O=S(=O)=S.O=C=S
LUMO energy	-1.2	eV
frontier orbital gap	0.3366	Ha

The geometry in ORCA input format:
```
! RIJCOSX wB97M-V def2-TZVPD def2/J DEFGRID3
* xyz 0 1
O 3.21 -1.31 0.29
S 2.20 -0.39 -0.07
O 2.52 0.95 -0.34
S 0.29 -0.75 -0.06
O -2.27 1.32 0.18
C -2.56 0.21 -0.03
S -2.69 -1.34 -0.13
*
```

=====

Record 13
Below is a cluster of 2 separate species, CO4S in total, with properties calculated with ωB97M-V/def2-TZVPD.

Computed properties:
HOMO	-0.442	hartree
energy relative to the best compared isomer or geometry (same formula, charge and spin)	0.221	eV
LUMO energy	-1.1	eV
frontier orbital gap	0.4031	Ha

The geometry in ORCA input format:
```
! RIJCOSX wB97M-V def2-TZVPD def2/J DEFGRID3
* xyz 0 1
C 1.59 -0.58 0.35
O 2.24 -0.01 1.12
O -1.66 0.80 0.88
O 0.92 -0.96 -0.52
O -1.39 0.76 -1.48
S -1.70 -0.01 -0.35
*
```

=====

Record 14
Below is the ion CS3 with charge -2, with properties calculated with ωB97M-V/def2-TZVPD.

Computed properties:
HOMO	0.065	hartree
energy relative to the best compared isomer or geometry (same formula, charge and spin)	0.109	eV
SMILES	S=C([S-])[S-]
LUMO energy	6.4	eV
frontier orbital gap	0.1691	Ha

The geometry in ORCA input format:
```
! RIJCOSX wB97M-V def2-TZVPD def2/J DEFGRID3
* xyz -2 1
S 0.58 -0.45 -1.52
C -0.08 0.02 -0.03
S -1.25 -0.93 0.87
S 0.75 1.35 0.68
*
```

=====

Record 15
Below is a structure of composition Ca2H16NO11, with properties calculated with ωB97M-V/def2-TZVPD.

Computed properties:
HOMO	-0.672	hartree
energy relative to the best compared isomer or geometry (same formula, charge and spin)	1.181	eV
LUMO energy	-11.4	eV
frontier orbital gap	0.2545	Ha

The geometry in ORCA input format:
```
! RIJCOSX wB97M-V def2-TZVPD def2/J DEFGRID3
* xyz 3 1
Ca 1.42 0.35 3.85
Ca 0.37 -3.95 -0.62
N 0.21 0.04 0.55
O 0.22 -1.13 0.08
O -0.49 0.90 0.03
O 0.80 0.38 1.64
O 0.01 4.04 1.49
H -0.55 4.30 2.23
H -0.29 3.16 1.24
O -2.53 -0.98 -1.81
H -3.27 -0.69 -1.26
H -1.75 -0.93 -1.24
O 0.35 -2.53 -2.55
H 0.38 -2.95 -3.43
H 0.80 -1.69 -2.66
O -3.06 2.46 0.79
H -2.24 2.18 0.37
H -3.37 1.69 1.27
O 2.47 2.42 2.84
H 3.31 2.85 3.10
H 2.22 2.85 2.00
O -1.81 -3.42 -0.37
H -2.07 -2.59 0.06
H -2.66 -3.85 -0.58
O 2.43 -2.74 -0.47
H 2.25 -1.96 0.08
H 3.40 -2.83 -0.47
O 1.27 1.91 -2.05
H 0.52 1.54 -1.55
H 1.64 1.17 -2.54
*
```

=====

Record 16
Below is a structure of composition Ca2H24NO15, with properties calculated with ωB97M-V/def2-TZVPD.

Computed properties:
HOMO	-0.687	hartree
LUMO energy	-9.6	eV
frontier orbital gap	0.3346	Ha

The geometry in ORCA input format:
```
! RIJCOSX wB97M-V def2-TZVPD def2/J DEFGRID3
* xyz 3 1
Ca -18.88 -11.52 -1.32
Ca -22.84 -10.06 3.45
N -20.15 -11.13 1.33
O -20.59 -10.88 0.21
O -18.98 -11.51 1.41
O -20.81 -10.94 2.35
O -17.24 -11.22 3.60
H -17.76 -11.35 4.39
H -17.84 -11.41 2.88
O -21.30 -8.13 3.64
H -20.36 -8.19 3.45
H -21.41 -7.26 4.02
O -18.27 -8.37 3.09
H -18.13 -9.31 3.00
H -18.58 -8.09 2.23
O -19.64 -14.61 2.19
H -18.77 -14.21 2.28
H -20.25 -13.88 2.25
O -16.87 -13.62 2.15
H -16.45 -12.77 2.25
H -16.17 -14.26 2.32
O -20.66 -12.89 -1.85
H -21.54 -12.99 -1.50
H -20.70 -13.22 -2.74
O -21.40 -10.67 5.25
H -20.98 -11.53 5.24
H -20.81 -10.12 5.78
O -22.22 -8.35 0.13
H -22.08 -9.28 0.29
H -23.17 -8.24 0.17
O -18.24 -13.53 -0.51
H -17.81 -14.27 -0.95
H -17.92 -13.56 0.39
O -23.01 -12.37 3.75
H -23.19 -12.81 2.92
H -22.67 -13.06 4.32
O -23.69 -10.84 1.37
H -23.44 -11.46 0.69
H -24.64 -10.77 1.28
O -19.79 -7.58 0.95
H -20.64 -7.94 0.69
H -19.80 -6.68 0.62
*
```

=====

Record 17
Below is a structure of composition Ca8O16P4, with properties calculated with ωB97M-V/def2-TZVPD.

Computed properties:
HOMO	-0.637	hartree
energy relative to the best compared isomer or geometry (same formula, charge and spin)	0.000	eV
LUMO energy	-15.3	eV
frontier orbital gap	0.0764	Ha

The geometry in ORCA input format:
```
! RIJCOSX wB97M-V def2-TZVPD def2/J DEFGRID3
* xyz 4 1
Ca 1.16 1.93 0.91
Ca 2.00 -3.84 2.64
Ca 3.74 -0.07 2.58
Ca -0.47 0.23 4.25
Ca -1.08 -0.16 -1.60
Ca 0.52 -3.28 -0.67
Ca -3.28 -0.87 1.44
Ca 2.55 -0.05 -2.49
P 0.22 2.66 -2.00
O -1.19 2.31 -1.58
O 1.03 3.29 -0.85
O 0.57 3.35 -3.32
O 0.75 1.24 -2.35
P 0.35 -0.94 1.14
O 0.90 -0.16 -0.11
O 0.82 -0.07 2.37
O 1.11 -2.32 1.18
O -1.12 -0.87 0.76
P -1.76 2.18 2.57
O -2.77 3.21 3.05
O -2.13 0.71 2.90
O -0.61 2.54 3.52
O -1.10 2.32 1.19
P -0.02 -2.60 -3.22
O -1.08 -2.51 -2.09
O -0.54 -2.63 -4.62
O 0.49 -3.99 -3.02
O 0.93 -1.59 -2.59
*
```

=====

Record 18
Below is a structure of composition CaCl, with properties calculated with ωB97M-V/def2-TZVPD.

Computed properties:
HOMO	-0.541	hartree
LUMO energy	-6.5	eV
frontier orbital gap	0.3019	Ha

The geometry in ORCA input format:
```
! RIJCOSX wB97M-V def2-TZVPD def2/J DEFGRID3
* xyz 1 1
Ca -1.23 0.00 0.18
Cl 1.23 0.00 -0.18
*
```

=====

Record 19
Below is a structure of composition Cd2N3O9, with properties calculated with ωB97M-V/def2-TZVPD.

Computed properties:
HOMO (spin up / spin down)	-0.567 / -0.632	hartree
energy relative to the best compared isomer or geometry (same formula, charge and spin)	1.073	eV
LUMO energy (spin up / spin down)	-12.3 / -12.3	eV
<S²>	1.77
frontier orbital gap (spin up / spin down)	0.1144 / 0.1790	Ha

The geometry in ORCA input format:
```
! RIJCOSX wB97M-V def2-TZVPD def2/J DEFGRID3
* xyz 2 2
Cd -9.65 -28.97 -8.47
Cd -10.52 -25.79 -3.38
N -9.88 -22.86 -4.72
O -10.54 -22.67 -5.72
O -9.42 -21.93 -4.19
O -10.06 -23.88 -4.04
N -8.93 -26.57 -6.35
O -8.25 -25.73 -6.95
O -9.61 -26.24 -5.46
O -9.01 -27.66 -6.89
N -7.07 -22.92 -7.35
O -8.05 -22.14 -7.44
O -6.90 -23.48 -6.24
O -6.34 -23.18 -8.24
*
```

=====

Record 20
Below is a structure of composition Cd2N7O21, with properties calculated with ωB97M-V/def2-TZVPD.

Computed properties:
HOMO (spin up / spin down)	-0.145 / -0.145	hartree
LUMO energy (spin up / spin down)	2.3 / -0.7	eV
<S²>	0.76
frontier orbital gap (spin up / spin down)	0.2283 / 0.1194	Ha

The geometry in ORCA input format:
```
! RIJCOSX wB97M-V def2-TZVPD def2/J DEFGRID3
* xyz -2 2
Cd -2.83 -0.41 0.10
Cd 3.01 0.67 -1.25
N 2.88 2.75 1.31
O 2.78 2.83 2.53
O 2.58 1.80 0.61
O 3.50 3.82 0.91
N -1.10 2.02 1.13
O -0.14 1.98 1.92
O -1.23 2.78 0.10
O -1.96 1.23 1.26
N -3.68 -2.63 -1.88
O -3.74 -2.06 -2.92
O -3.05 -2.06 -1.11
O -4.39 -3.64 -1.58
N 3.72 -2.46 -0.51
O 2.67 -2.94 -0.61
O 4.00 -1.20 -0.31
O 4.74 -3.03 -0.58
N 0.45 -0.63 0.09
O 0.78 -0.66 1.20
O -0.69 -0.89 0.12
O 1.21 -0.40 -0.86
N 1.01 2.80 -2.91
O 0.30 3.51 -2.21
O 1.83 2.02 -2.47
O 0.63 2.60 -4.14
N -3.32 -1.94 3.03
O -2.92 -2.90 3.64
O -4.35 -1.31 3.40
O -2.69 -1.66 1.99
*
```